[1]
Density functional theory data (the ωB97M-V functional and the def2-TZVPD basis) for a molecular structure, C4H12N4O at a distorted geometry.

Positions of all 21 atoms, in Å:
H: -1.21 1.36 2.64
H: -1.20 -1.14 -1.01
H: -2.18 0.49 0.51
H: 2.47 -0.84 -1.97
C: 1.52 0.18 -0.37
O: -0.56 -0.06 -2.80
H: 1.41 -1.16 1.18
H: 2.48 0.66 -0.19
C: -0.50 -0.58 0.84
H: -0.70 -1.01 1.84
N: 1.57 -0.71 -1.52
C: 0.48 0.41 -2.51
H: 1.04 -1.57 -1.37
H: -1.56 2.57 1.38
C: -0.96 1.69 1.62
N: -0.93 -1.59 -0.14
H: -1.73 -2.12 0.19
H: 0.72 1.10 -1.34
N: -1.19 0.67 0.61
N: 0.93 -0.34 0.81
H: 0.10 1.97 1.60

Results
Highest occupied orbital energy, eV: -8.27
LUMO, eV: 0.90
Total charge: 0
Energy above the lowest of the compared OMol25 structures with the same formula, charge and spin, eV: 4.1613
HOMO-LUMO gap, eV: 9.16

---

[2]
Density functional theory data (the ωB97M-V functional and the def2-TZVPD basis) for 14 unconnected molecules or ions with the total composition C40H118N10O14 at a distorted geometry.

Positions of all 182 atoms, in Å:
H: -1.72 2.27 2.76
H: 5.59 3.58 1.74
O: -1.00 4.10 3.31
H: -5.71 -2.84 2.83
C: -2.45 7.64 0.25
C: -4.62 0.48 0.60
H: 2.74 -1.41 3.63
O: -0.09 1.51 -3.16
H: 0.14 -3.86 -5.74
H: 0.37 0.74 -1.63
N: -4.70 1.20 1.88
H: 5.42 -2.11 -5.03
C: -1.34 0.91 -3.59
H: 1.30 7.64 0.56
H: -2.38 -2.95 -0.64
C: 0.40 2.48 -4.03
H: 3.21 4.47 2.44
H: 6.47 -0.64 -0.31
H: 0.93 -0.87 -3.81
H: -1.14 -0.91 -2.39
C: -2.86 6.45 -0.65
H: 3.19 -1.35 -3.01
H: 0.21 -1.10 4.82
O: 6.21 -1.13 -1.09
H: -1.22 8.49 -1.13
C: -3.34 0.95 -0.17
H: -3.85 -4.57 6.76
H: 3.14 -6.30 1.21
H: 4.04 -2.60 3.49
H: -0.48 -8.74 -2.39
H: -3.51 -1.06 5.72
C: 2.91 -5.34 0.75
H: 3.31 -3.69 -2.27
H: -3.83 -1.30 1.77
C: 4.99 4.36 1.29
H: -0.38 5.29 1.80
H: -4.20 -1.66 0.18
H: 0.04 -2.26 -4.07
C: 0.55 5.93 3.69
C: -4.00 -3.54 6.44
O: -5.93 -1.45 1.29
H: -3.10 9.44 1.12
O: 3.30 -4.26 1.53
H: 1.36 5.20 3.69
C: -1.26 -0.60 -3.43
H: -0.80 3.88 -1.13
C: 3.65 -1.67 3.08
C: -0.05 -1.18 -4.18
H: 1.50 -4.13 -3.45
N: -2.38 -1.29 -3.97
N: 1.30 -5.12 -3.39
H: -3.03 -5.55 -0.62
H: -0.45 -5.66 -1.15
H: -2.50 0.55 0.40
C: -2.54 -5.39 0.34
H: -4.27 -7.03 1.54
H: -1.16 -4.33 -1.75
H: -2.11 -2.84 1.18
H: -2.29 -1.56 -4.94
C: 3.50 -1.84 1.55
H: 3.36 -3.34 -5.12
N: 2.80 -2.70 -4.57
H: -1.77 -2.19 3.62
N: 1.14 7.17 3.28
H: -0.03 -0.91 -5.23
H: -0.74 -2.44 0.10
C: 4.20 -3.23 -2.69
H: -0.58 -2.39 5.58
H: 5.65 -0.89 -3.87
H: 1.85 7.13 2.57
H: 1.83 -5.34 0.64
H: -3.85 6.05 -0.40
O: -1.76 5.51 -0.49
H: 0.52 -7.46 -3.90
O: 0.76 0.60 -0.77
H: 4.70 -3.92 -3.37
H: 1.18 -5.24 -6.00
C: 2.79 5.40 0.53
H: -2.77 6.97 -1.60
C: -6.12 -2.77 1.82
C: -3.22 -1.88 5.07
C: -4.58 -1.07 1.01
C: -0.64 5.43 2.86
H: 1.10 6.77 5.69
N: -1.14 8.18 -0.17
H: 2.57 7.91 -0.59
H: 5.21 4.40 0.22
H: -2.21 0.42 4.62
H: -3.76 1.13 2.26
N: -2.18 -0.15 3.78
H: -2.31 7.21 1.24
H: -0.49 7.17 5.19
H: 3.36 -5.33 -0.25
H: -3.58 9.41 -0.50
H: -0.47 7.43 -0.18
H: 0.51 2.05 -5.03
H: -0.74 -4.60 -3.63
C: -1.70 4.44 -1.38
H: -3.19 -4.80 0.99
H: -3.07 -8.26 1.81
H: 5.78 1.74 -1.72
H: 2.57 -1.99 -5.25
H: -2.50 3.72 -1.25
H: -1.67 4.82 -2.41
H: -3.47 0.65 -1.21
H: -7.15 -3.10 1.79
H: -0.80 -0.62 6.08
H: 5.05 0.47 -1.33
C: 4.86 -1.41 -4.40
H: 3.40 0.17 1.35
C: -1.68 3.28 2.35
N: -0.55 -4.66 -1.02
H: 1.65 7.63 4.02
O: -2.99 -3.13 5.65
H: -1.55 6.01 2.98
H: -1.55 1.18 -4.62
C: -3.38 -7.48 1.10
H: -4.13 -1.94 4.47
H: -5.50 0.83 0.05
H: 1.70 5.37 0.54
O: -1.09 -6.83 -2.51
C: -1.27 -4.55 0.23
H: -2.45 -2.20 -3.54
N: 2.80 -0.62 1.19
H: 0.81 0.92 1.51
H: 7.03 -1.41 -1.49
H: 1.06 -5.27 -2.42
C: 0.21 -4.94 -5.61
C: 3.63 0.65 -4.85
C: -3.49 8.76 0.37
O: 4.96 1.42 -1.34
H: -2.22 -8.62 -2.51
C: -1.94 -1.42 4.37
H: 4.40 -0.91 3.31
H: -0.24 5.61 5.74
H: -1.33 0.15 3.33
C: 2.38 7.76 0.47
H: -0.57 -5.27 -6.30
H: -2.14 1.37 -3.01
C: 0.00 -5.27 -4.07
C: -1.34 -8.14 -2.07
H: 5.30 5.31 1.74
H: -3.57 -7.91 0.12
H: -1.32 -8.22 -0.99
H: 1.46 -0.03 -0.93
H: 4.46 -1.88 1.04
H: 1.40 2.73 -3.70
H: 2.13 2.87 0.76
H: 2.58 0.71 -5.13
C: 2.65 -3.05 1.08
H: 2.19 -0.53 1.99
O: 0.77 1.01 2.46
H: 2.78 8.61 1.02
C: 3.46 4.24 1.41
H: -0.29 3.33 -4.08
H: -5.32 0.77 2.56
C: -0.34 -6.80 -3.77
H: -3.87 -2.87 7.29
O: 3.12 6.69 1.01
C: 0.25 6.37 5.13
N: 3.05 2.84 1.19
H: 1.61 -2.96 1.38
H: -5.43 -3.46 1.32
H: 4.10 1.42 -5.46
H: 2.45 -2.90 0.02
C: -0.75 -1.35 5.28
H: -2.73 3.56 2.23
O: -2.33 -6.61 1.04
O: 4.23 -0.52 -5.39
H: 3.07 5.27 -0.52
H: -4.56 8.55 0.37
H: 3.69 0.84 -3.78
H: 1.34 1.75 2.66
H: -1.13 3.32 1.41
C: 3.72 -2.12 -3.57
H: -4.98 -3.49 5.97
C: -1.67 -2.99 0.19
H: -0.60 -4.76 1.06
H: -1.05 -7.21 -4.48
H: 3.62 2.57 0.40
H: -3.33 2.04 -0.10
H: 4.88 -3.09 -1.84

Results
Highest occupied orbital energy, eV: -8.33
LUMO, eV: -0.05
Total charge: 0
Energy above the lowest of the compared OMol25 structures with the same formula, charge and spin, eV: 4.7201
HOMO-LUMO gap, eV: 8.28

---

[3]
Density functional theory data (the ωB97M-V functional and the def2-TZVPD basis) for 10 unconnected molecules or ions with the total composition ClH18O9.

Positions of all 28 atoms, in Å:
H: 2.69 -1.00 -2.68
H: 2.56 -0.94 0.21
H: -0.48 -1.03 -2.83
H: 0.80 1.45 3.01
H: 3.62 0.15 0.21
O: -2.60 1.06 1.78
O: 1.16 -3.57 -0.10
H: -0.58 3.34 1.93
H: -1.73 -1.13 -0.05
H: -2.18 1.59 2.47
O: -1.38 -1.33 -2.97
O: 2.17 -0.22 -2.85
O: -1.24 2.62 -1.35
H: -1.89 0.48 1.48
H: -1.64 -1.73 -2.13
H: 1.65 -0.11 -2.05
O: 0.73 0.55 3.36
H: 1.77 -2.96 -0.52
O: 3.52 -0.80 0.12
O: 0.16 2.84 1.56
H: -0.24 2.06 1.15
O: -2.65 -1.44 -0.11
H: -3.18 -0.64 -0.10
Cl: 0.35 -0.31 0.14
H: 0.49 -2.99 0.28
H: -1.99 2.05 -1.57
H: -0.61 2.01 -0.94
H: 0.73 0.01 2.55

Results
Highest occupied orbital energy, eV: -7.43
LUMO, eV: 2.90
Total charge: -1
Energy above the lowest of the compared OMol25 structures with the same formula, charge and spin, eV: 0.0000
HOMO-LUMO gap, eV: 10.33

---

[4]
Density functional theory data (the ωB97M-V functional and the def2-TZVPD basis) for 3 unconnected molecules or ions with the total composition C7H16O2 at a distorted geometry.

Positions of all 25 atoms, in Å:
H: 0.01 -1.28 -2.71
H: 1.91 1.79 1.61
H: -0.42 -2.38 0.73
H: 2.26 2.45 -1.61
C: -0.46 -1.82 1.66
O: -0.19 -2.14 -2.28
O: -2.77 -2.36 -0.78
H: -0.92 3.48 0.08
H: -0.51 2.47 1.47
C: 1.22 2.60 -1.33
C: -0.59 2.48 0.38
H: 2.63 1.19 0.19
H: 0.92 -0.57 -0.16
H: -2.59 -3.05 -0.12
C: 0.41 -0.64 1.86
C: 0.79 2.20 -0.13
C: 0.99 -0.06 0.80
H: 0.65 3.24 -2.00
H: -0.25 -2.59 2.42
H: 0.31 -2.78 -2.77
H: -1.48 -1.50 1.89
C: 1.66 1.25 0.68
H: 0.50 -0.09 2.78
H: -1.39 1.85 -0.01
H: -2.02 -2.47 -1.39

Results
Highest occupied orbital energy, eV: -8.96
LUMO, eV: 0.45
Total charge: 0
Energy above the lowest of the compared OMol25 structures with the same formula, charge and spin, eV: 2.1240
SMILES: C=C(C)C/C=C/C.O.O
HOMO-LUMO gap, eV: 9.41

---

[5]
Density functional theory data (the ωB97M-V functional and the def2-TZVPD basis) for a molecular structure, C35H48Cl2N4O5PtS2Te.

Positions of all 98 atoms, in Å:
Cl: 4.91 -0.43 -3.53
H: -2.28 6.26 -3.66
H: -0.70 -4.70 -3.23
H: -4.25 6.20 0.12
C: 0.06 -4.44 0.78
C: -1.51 -2.62 0.64
C: -4.91 -0.42 -0.07
H: -3.92 8.43 -1.55
O: -1.05 -1.97 3.54
H: -0.08 4.98 -3.72
Cl: 3.97 0.88 -1.06
H: 1.40 -0.46 4.23
H: 5.68 -0.79 -0.63
C: -3.37 6.37 -1.83
H: -3.61 4.78 1.79
H: -6.02 -2.21 -0.51
C: 4.83 -2.66 1.76
H: -1.96 -1.74 1.07
H: -7.02 -0.78 -0.31
H: 6.38 0.11 1.37
C: -2.59 1.14 -0.33
N: 1.22 -1.68 2.50
H: 3.86 -4.52 3.74
H: -2.15 -5.50 -2.63
C: -1.71 4.67 -2.35
C: -1.60 -4.55 -2.63
H: 6.39 -2.97 4.64
H: -3.66 3.15 1.10
C: -3.54 5.77 -0.58
N: 0.53 -0.41 -0.39
C: 1.26 -0.38 3.15
C: -1.25 -4.13 -1.23
C: 0.31 -0.56 -2.86
C: -1.90 4.07 -1.10
H: 7.50 -1.09 2.03
H: -1.97 -0.01 2.72
H: -2.13 3.81 1.66
H: 0.93 -1.00 -3.64
O: 2.82 1.42 3.23
H: -3.43 2.42 -2.93
C: -4.53 0.08 -1.30
H: 0.20 -5.69 -0.94
C: 6.27 -3.27 3.60
C: -3.08 1.39 -2.83
H: -2.60 -2.46 -1.19
C: -4.13 -0.12 1.03
H: 3.06 0.99 -3.21
C: -3.39 0.86 -1.46
S: 0.03 -2.69 2.90
C: -0.54 -3.31 1.34
H: -2.01 1.39 -3.03
H: -1.29 3.82 -4.27
C: 2.45 0.43 2.61
C: -1.86 -3.03 -0.64
C: -6.14 -1.29 0.06
H: -5.13 -0.14 -2.18
C: -4.16 7.59 -2.21
H: -6.31 -1.56 1.10
C: -0.74 4.17 -3.39
N: 4.97 -2.82 3.11
H: -0.70 -0.97 -2.94
H: -3.59 0.79 -3.59
H: -2.22 -3.80 -3.12
C: -0.29 -4.83 -0.49
H: 2.92 -3.04 3.52
C: -2.97 0.66 0.93
C: 4.07 0.97 -2.81
H: 6.32 -4.37 3.54
C: -2.44 5.80 -2.69
H: 6.97 -2.01 -0.47
H: 7.09 -2.86 3.01
H: 4.62 1.86 -3.09
H: -5.23 7.41 -2.13
H: -3.94 7.90 -3.23
O: 2.99 0.00 1.52
Pt: 1.85 -1.61 0.54
H: 5.28 -2.51 -0.75
C: 0.90 -0.88 -1.52
C: -2.82 4.65 -0.20
H: 4.02 -3.18 4.92
H: 0.25 0.52 -3.00
H: 0.82 -4.96 1.34
C: 5.92 -1.79 -0.26
H: -0.12 3.35 -3.04
N: 5.71 -1.84 1.18
H: -1.30 1.48 2.04
O: 0.55 -3.84 3.60
C: 6.44 -0.83 1.92
H: -2.85 1.51 2.89
H: 5.99 -0.69 2.90
O: 1.92 -1.77 -1.49
C: -2.22 0.92 2.21
C: 3.87 -3.43 3.86
S: 3.59 -3.43 0.87
C: -3.07 4.07 1.17
H: 0.36 0.21 2.98
Te: -0.82 2.29 -0.54
H: -4.40 -0.51 2.01

Results
Highest occupied orbital energy (spin up / spin down), eV: -4.94 / -4.97
LUMO (spin up / spin down), eV: 2.24 / 2.24
Total charge: -1
Energy above the lowest of the compared OMol25 structures with the same formula, charge and spin, eV: 0.7751
HOMO-LUMO gap (spin up / spin down), eV: 7.18 / 7.21
2S+1: 2

---

[6]
Density functional theory data (the ωB97M-V functional and the def2-TZVPD basis) for a molecular structure, C32H25I2N3O3PdSTe.

Positions of all 68 atoms, in Å:
C: 0.55 -2.40 -3.46
C: -3.87 -2.36 2.15
C: -3.90 -1.74 3.36
C: 7.45 1.98 0.10
C: 3.58 0.80 1.52
C: 6.97 2.49 1.30
H: 3.64 0.48 2.56
C: -0.43 -0.17 3.29
H: 7.05 0.68 -1.56
O: -2.82 1.02 -3.59
H: 1.43 -0.73 -2.45
C: -2.48 3.15 -2.55
H: 1.48 -2.73 -3.92
H: 5.15 -1.14 -1.25
H: 7.57 3.18 1.88
C: 4.57 -0.27 -0.94
H: 2.88 1.64 1.47
C: 6.67 1.09 -0.63
C: -2.81 1.81 -2.47
C: -1.94 -1.58 -2.27
I: -4.39 -0.32 6.36
N: -1.67 -1.54 1.71
C: -2.53 3.98 -1.44
N: -3.56 -0.08 -1.06
C: -3.26 2.10 -0.13
O: 0.58 -0.17 2.56
C: -1.65 0.45 5.36
C: -0.54 0.51 4.53
C: -2.74 -0.29 5.01
I: 1.04 1.73 5.23
H: -1.99 2.05 -5.20
C: -0.67 -0.89 -1.93
C: -1.77 1.22 -4.52
H: -1.68 0.30 -5.09
Pd: 0.02 -1.52 -0.09
C: -3.18 1.24 -1.23
C: 4.94 1.21 1.03
N: 0.54 -3.48 0.36
H: -2.18 3.57 -3.51
H: -1.63 1.00 6.30
C: -1.65 -0.92 2.92
H: 5.34 2.49 2.70
C: 5.72 2.10 1.76
H: -0.82 1.42 -4.01
H: 8.42 2.28 -0.27
Te: 2.85 -0.83 0.33
H: -4.71 -2.95 1.81
H: -2.67 -2.71 0.38
H: -4.02 -1.84 -2.09
H: -4.76 -1.82 4.00
H: -3.54 1.68 0.83
C: -2.79 -0.98 3.79
C: -2.73 -2.23 1.35
S: 1.51 -5.46 2.07
O: -0.61 0.13 -1.14
C: -0.66 -3.09 -3.72
C: 0.54 -1.34 -2.59
H: -2.26 5.02 -1.52
H: 4.21 0.21 -1.86
H: -2.75 -3.23 -3.41
C: -1.83 -2.71 -3.16
C: 5.42 0.69 -0.17
C: -2.94 3.45 -0.23
H: -3.82 -0.28 -0.11
H: -0.65 -3.94 -4.40
C: 0.95 -4.28 1.11
C: -3.18 -1.21 -1.83
H: -2.99 4.07 0.66

Results
Highest occupied orbital energy, eV: -0.97
LUMO, eV: 3.56
Total charge: -2
HOMO-LUMO gap, eV: 4.52